No. 1
83
Properties=species:S:1:pos:R:3 method="wB97M-V/def2-TZVPD" de_lowest_kcal_mol=48.1 total_charge=-2 e_lumo_ha=0.143 fmax_ev_per_a=1.4 e_tot_ev=-218322.320 orbital_gap_ev=4.93 homo_energy_ev=-1.06
Sr -0.3437 0.8990 0.4590
N -1.3061 -1.7856 -2.4144
C -0.5513 -2.9198 -1.8789
C -0.2083 -2.7971 -0.4046
N 0.4228 -1.5544 0.0291
C 0.6050 -1.5818 1.4912
C -0.6941 -1.5697 2.3291
N -0.9973 -0.2226 2.7958
C 1.6677 -1.3335 -0.7273
C 2.7065 -0.3952 -0.0771
N 3.4895 -1.1549 0.8929
H -1.9067 -2.1086 -3.1693
H -1.9690 -1.3877 -1.7313
H -1.1020 -3.8659 -1.9631
H 0.3687 -3.0479 -2.4637
H -1.1205 -2.9329 0.1730
H 0.4546 -3.6481 -0.1626
H 1.2211 -2.4449 1.7711
H 1.2056 -0.7300 1.8112
H -1.5466 -1.9040 1.7407
H -0.5242 -2.3253 3.1015
H -1.9773 -0.0959 3.0150
H -0.4235 0.0006 3.6060
H 2.2306 -2.2720 -0.8701
H 1.3896 -0.9517 -1.7121
H 3.3011 0.0325 -0.8950
H 2.2542 0.4620 0.4263
H 4.2027 -1.7150 0.4464
H 3.9193 -0.5698 1.5974
Br -6.3219 2.1891 0.0672
C -5.1829 0.6906 0.3363
C -5.3574 -0.1099 1.4167
C -4.5299 -1.2509 1.5392
C -3.6969 -1.5328 0.4757
N -3.5168 -0.7583 -0.5921
C -4.1189 0.4642 -0.5985
H -6.1205 0.1120 2.1514
H -4.6253 -1.9351 2.3716
H -3.1652 -2.4842 0.4601
H -4.1531 1.0025 -1.5296
F 4.3637 -0.4909 10.2178
C 3.8492 -0.5828 8.9755
C 2.5752 -1.0771 8.7744
F 1.8467 -1.4683 9.8378
C 2.0600 -1.1674 7.4945
F 0.8185 -1.6637 7.3888
C 2.7690 -0.7823 6.3537
Se 2.0731 -0.9521 4.6078
C 4.0503 -0.2861 6.6064
F 4.8369 0.1144 5.5962
C 4.5856 -0.1836 7.8769
F 5.8280 0.3016 8.0607
S -2.6594 2.1935 -0.0792
F 1.3473 2.2597 0.7036
C -3.1960 4.4979 -2.6750
S -1.5226 3.9636 -3.0478
C -0.7033 4.7316 -1.6240
O -1.0897 4.7816 -4.2394
H -3.1997 5.5885 -2.6373
H -3.4822 4.0319 -1.7288
H -3.8286 4.1455 -3.4889
H -0.2159 3.9873 -1.0000
H -1.4201 5.2747 -1.0115
H 0.0168 5.4113 -2.0800
O -1.8592 -1.7774 -6.2365
C -0.5016 -2.0092 -5.8889
N -0.0078 -1.0554 -4.9461
C 0.9446 -0.1387 -5.2702
O 1.5083 -0.1012 -6.3550
C 1.3136 0.7850 -4.1531
C 2.5725 1.3618 -4.1408
C 2.9326 2.1559 -3.0719
C 2.0230 2.3321 -2.0375
N 0.7952 1.8133 -2.0498
C 0.4487 1.0675 -3.0997
H -1.9356 -0.8565 -6.5109
H 0.1520 -1.9765 -6.7608
H -0.4919 -3.0120 -5.4593
H -0.4304 -1.0452 -4.0110
H 3.2436 1.1731 -4.9696
H 3.9082 2.6203 -3.0199
H 2.2695 2.8782 -1.1325
H -0.5678 0.6895 -3.0829

---

No. 2
11
Properties=species:S:1:pos:R:3 method="wB97M-V/def2-TZVPD" total_charge=-1 e_lumo_ha=0.146 fmax_ev_per_a=1.8 e_tot_ev=-74332.664 orbital_gap_ev=6.37 homo_energy_ev=-2.40
O -1.1560 1.8069 0.5399
P 0.2662 0.9929 0.8626
O 0.0334 0.2281 2.3422
As 0.4963 -0.6688 -0.8466
H -1.5224 1.5008 -0.3027
H -0.8296 0.4318 2.7212
H 0.2607 0.5365 -1.9001
H 2.0543 -0.3028 -0.7713
H 0.7328 -1.8148 0.2599
H -1.0763 -1.0364 -0.8538
H 0.7405 -1.6741 -2.0512

---

No. 3
68
Properties=species:S:1:pos:R:3 method="wB97M-V/def2-TZVPD" de_lowest_kcal_mol=495.3 e_lumo_ha=0.014 fmax_ev_per_a=18.2 e_tot_ev=-31432.722 orbital_gap_ev=8.32 homo_energy_ev=-7.94
C -3.1652 1.0981 4.3060
C -2.0776 1.7690 3.5543
C -1.8311 1.0942 2.2016
O -2.9374 1.5068 1.3843
C -2.8937 1.0507 0.0534
N -2.4271 3.1390 3.4538
H -4.0158 0.8467 3.6725
H -3.6630 1.6066 5.1317
H -2.8603 0.1051 4.6361
H -1.1945 1.7078 4.1904
H -1.7092 0.0212 2.3494
H -0.9271 1.4425 1.7022
H -2.6421 -0.0094 0.0239
H -2.1995 1.6341 -0.5514
H -3.8433 1.1562 -0.4712
H -3.1001 3.1004 2.7017
H -1.7287 3.6244 2.9091
C -0.8631 -0.0641 -2.8578
C -1.0357 0.5562 -1.5284
C -0.1880 -0.2602 -0.4926
O -0.3735 0.2810 0.7984
C 0.0784 -0.5461 1.8796
N -0.6010 1.9532 -1.5499
H -1.1961 -1.0985 -2.9429
H 0.0526 0.2014 -3.3861
H -1.5571 0.4038 -3.5561
H -2.1124 0.5888 -1.3618
H 0.8436 -0.1621 -0.8305
H -0.4291 -1.3222 -0.4472
H -0.4342 -1.4959 2.0324
H -0.0641 0.0451 2.7842
H 1.1485 -0.7177 1.7635
H -0.4704 2.2317 -0.5879
H 0.1398 2.2753 -2.1563
C 0.7784 -3.7095 3.4956
C 1.0383 -3.4396 1.9894
C 0.5671 -4.5317 1.0287
O 1.2347 -5.7784 1.0717
C 0.7709 -6.7513 0.1780
N 0.5051 -2.1629 1.6756
H 0.6760 -2.7647 4.0294
H 1.6109 -4.2665 3.9255
H -0.2295 -4.1169 3.5753
H 2.1243 -3.3632 1.9371
H 0.7183 -4.1348 0.0249
H -0.5214 -4.5571 0.9767
H 1.2247 -7.7300 0.3339
H 0.9542 -6.3266 -0.8090
H -0.2797 -6.9617 0.3782
H -0.4793 -2.2146 1.4555
H 0.5167 -1.5532 2.4807
C 3.0402 3.9499 -4.4782
C 2.1627 3.8987 -3.1898
C 1.0720 2.8373 -3.1810
O 1.3774 1.5836 -2.5837
C 2.1963 0.5772 -3.2900
N 3.2060 3.7830 -2.1158
H 2.5336 4.3089 -5.3741
H 3.5477 2.9902 -4.5759
H 3.8604 4.6441 -4.2958
H 1.6211 4.7814 -2.8500
H 0.6944 2.6361 -4.1835
H 0.1946 3.0830 -2.5827
H 1.5883 0.1561 -4.0907
H 2.4526 -0.1934 -2.5629
H 3.0951 1.0915 -3.6302
H 3.5903 2.8854 -2.3740
H 2.8354 3.5863 -1.1971